Molecular formula: C20H17F6N2O3Pd
Method: DFT, wB97M-V/def2-TZVPD

Geometry as ORCA input:
```
! RIJCOSX wB97M-V def2-TZVPD def2/J DEFGRID3
* xyz -1 1
Pd 1.3841 0.3571 -0.5418
O 2.1492 0.1923 1.2879
C 1.6409 -0.5482 2.2263
C 2.3912 -0.6888 3.4232
C 1.9407 -1.4488 4.4726
C 0.7114 -2.1206 4.4127
C -0.0414 -1.9981 3.2713
C 0.3913 -1.2310 2.1725
C -0.5220 -1.1585 1.0610
N -0.2802 -0.5296 -0.0324
C -1.3229 -0.4018 -1.0555
C -0.6354 -0.4565 -2.4080
N 0.5611 0.3901 -2.3377
C 1.0209 1.0019 -3.3621
C 2.2336 1.7711 -3.4190
C 2.5099 2.4182 -4.6414
C 3.6429 3.1610 -4.8401
C 4.5594 3.2667 -3.7789
C 4.3317 2.6505 -2.5796
C 3.1600 1.8756 -2.3336
O 3.0371 1.3317 -1.1756
H 3.3400 -0.1699 3.4708
H 2.5512 -1.5269 5.3656
H 0.3609 -2.7128 5.2471
H -1.0060 -2.4879 3.1868
H -1.5146 -1.6418 1.1328
H -1.7931 0.5796 -0.9371
H -2.0949 -1.1612 -0.9091
H -1.2976 -0.1316 -3.2140
H -0.3102 -1.4802 -2.6131
H 0.4497 0.9332 -4.2911
H 1.7875 2.3134 -5.4448
H 3.8302 3.6493 -5.7865
H 5.4657 3.8468 -3.9115
H 5.0361 2.7303 -1.7619
C -3.9563 -0.1344 2.1846
C -4.3384 -1.4140 1.4011
O -3.3027 -2.0330 0.8391
C -5.0490 -2.3674 2.4045
F -4.1982 -2.7093 3.3938
F -5.4672 -3.5129 1.8451
F -6.1347 -1.8255 3.0195
C -5.3581 -0.9906 0.3048
F -4.7588 -0.1535 -0.5744
F -5.8294 -2.0205 -0.4146
F -6.4443 -0.3193 0.7674
H -3.2322 -0.4199 2.9469
H -4.8009 0.3698 2.6557
H -3.4708 0.5498 1.4890
*
```

Lowest unoccupied orbital energy, eV: 2.44
E_HOMO, eV: -5.1
Gap between HOMO and LUMO, hartree: 0.2780
Relative energy (zero: lowest compared OMol25 entry of this formula, charge and spin), kJ/mol: 0.0
DFT total energy, eV: -49927.062

Molecular formula: C4H18O4
Method: DFT, wB97M-V/def2-TZVPD

Geometry as ORCA input:
```
! RIJCOSX wB97M-V def2-TZVPD def2/J DEFGRID3
* xyz 0 1
C 0.0908 0.9170 -2.8101
C 1.4053 1.3190 -2.1423
C 1.1744 1.8033 -0.6867
C 2.0260 3.0161 -0.3309
H -0.6422 1.7227 -2.7159
H -0.2962 0.0464 -2.2825
H 0.1288 0.8421 -3.8921
H 1.7463 2.1620 -2.6862
H 2.1150 0.5174 -2.1226
H 1.4038 0.9790 -0.0081
H 0.1154 2.0179 -0.5579
H 2.1959 3.6776 -1.1756
H 2.9960 2.6992 0.0605
H 1.6333 3.6102 0.4645
O -0.6346 -3.1429 3.9122
H -0.4744 -3.1793 4.8557
H -0.5416 -2.2015 3.6873
O -0.9246 -0.4156 3.0954
H -0.2866 0.1286 2.6364
H -1.4815 -0.8082 2.4235
O -1.0970 -2.6006 -2.1850
H -0.5705 -2.3577 -1.4194
H -0.6174 -2.2610 -2.9492
O -1.4159 0.0379 0.3997
H -2.2098 -0.1302 -0.1189
H -0.7483 -0.3571 -0.1715
*
```

Lowest unoccupied orbital energy, eV: 0.25
Structure (SMILES): CCCC.O.O.O.O
E_HOMO, eV: -10.8
Gap between HOMO and LUMO, hartree: 0.4057
Relative energy (zero: lowest compared OMol25 entry of this formula, charge and spin), kJ/mol: 62.4
DFT total energy, eV: -12629.724

Molecular formula: C33H84ClN9O22P3
Method: DFT, wB97M-V/def2-TZVPD

Geometry as ORCA input:
```
! RIJCOSX wB97M-V def2-TZVPD def2/J DEFGRID3
* xyz -1 1
Cl 17.1408 18.3309 12.1566
O 16.0292 17.4644 12.1796
O 18.3558 17.6387 12.5066
O 17.3229 18.9404 10.8569
O 17.0124 19.3981 13.1044
O 9.9300 17.6818 2.3862
P 10.5942 16.3631 2.1274
N 11.0764 15.9332 0.5566
C 11.6234 14.6536 0.1535
C 10.3797 16.6239 -0.5447
N 9.5074 15.1035 2.5204
C 8.1156 15.1451 2.0655
C 10.0083 13.8260 3.2028
N 11.9416 16.2420 3.1106
C 11.6350 16.3727 4.6150
C 13.3224 16.6003 2.6890
H 12.2906 14.2070 0.8908
H 12.3253 14.7935 -0.6686
H 10.7910 13.9968 -0.0989
H 10.1447 17.6748 -0.3759
H 9.4878 16.0087 -0.6639
H 11.0489 16.6303 -1.4050
H 7.9353 16.1475 1.6772
H 7.9244 14.3051 1.3976
H 7.5263 14.9196 2.9543
H 9.5467 12.9468 2.7531
H 11.0554 13.6062 2.9946
H 9.7491 13.6862 4.2522
H 12.5285 16.2895 5.2339
H 11.2210 17.3577 4.8307
H 10.9772 15.5779 4.9667
H 13.8360 15.7078 2.3317
H 13.8647 16.9326 3.5742
H 13.3124 17.4130 1.9626
O 21.1512 11.3815 3.8587
P 20.1075 10.3563 4.1938
N 19.4025 9.7886 2.7479
C 18.6716 8.5418 2.6086
C 19.3380 10.6820 1.5523
N 18.7833 10.9929 5.1212
C 17.4437 10.5107 4.9327
C 18.9548 12.2671 5.9014
N 20.6626 8.9606 5.0822
C 21.7525 8.1744 4.4867
C 19.9059 8.3974 6.1854
H 18.4469 8.0604 3.5603
H 19.2362 7.8459 1.9881
H 17.6890 8.7948 2.2102
H 19.4027 10.0568 0.6618
H 20.2003 11.3363 1.4245
H 18.4632 11.3314 1.5212
H 17.4818 9.4399 5.1328
H 16.7931 10.8135 5.7531
H 17.1107 10.9018 3.9713
H 18.1245 12.4815 6.5742
H 19.8523 12.1573 6.5103
H 19.0987 13.1427 5.2685
H 21.4188 7.9556 3.4724
H 22.5452 8.9185 4.4087
H 22.0735 7.2632 4.9914
H 19.2846 9.0604 6.7875
H 20.4466 7.8308 6.9436
H 19.1686 7.7024 5.7837
O 9.2588 16.9452 19.7754
P 9.6993 15.5839 20.1338
N 11.1425 15.0444 19.4186
C 11.9637 16.0385 18.6314
C 11.7610 13.7853 19.8524
N 8.5941 14.3966 19.5336
C 7.4142 14.3577 20.2941
C 8.4167 14.2519 18.0955
N 9.7186 15.2700 21.8739
C 10.0446 16.3651 22.7366
C 9.8270 13.9540 22.4733
H 11.3541 16.4969 17.8528
H 12.7958 15.4528 18.2407
H 12.3091 16.7189 19.4098
H 11.0064 13.0283 20.0661
H 12.3364 13.9410 20.7649
H 12.4055 13.4781 19.0288
H 6.9855 15.3549 20.1944
H 6.7220 13.6415 19.8515
H 7.4872 13.9721 21.3110
H 8.1353 15.2706 17.8288
H 9.3422 14.0267 17.5654
H 7.7680 13.4787 17.6839
H 9.5385 16.2766 23.6979
H 11.0907 16.3102 23.0382
H 9.7245 17.3148 22.3080
H 9.3783 14.0054 23.4653
H 10.8968 13.7525 22.5281
H 9.3860 13.2135 21.8061
C 22.3045 20.4334 17.1321
O 23.5070 20.6186 16.4053
C 23.5121 21.2616 15.2114
O 22.5581 21.8391 14.7489
O 24.7746 21.3706 14.6942
C 25.8615 20.7990 15.3645
H 22.1843 19.4921 17.6685
H 21.4510 20.4352 16.4541
H 22.1369 21.2576 17.8254
H 26.8097 20.8697 14.8315
H 25.7230 19.7301 15.5268
H 25.8473 21.2117 16.3732
C 16.9530 9.6448 13.2381
O 16.7586 8.8661 14.4212
C 15.9626 7.7453 14.3506
O 15.5230 7.3135 13.2999
O 15.5190 7.3466 15.5919
C 14.4829 6.2956 15.7790
H 16.9603 10.7214 13.4087
H 16.2120 9.4679 12.4585
H 17.9766 9.4432 12.9226
H 13.6915 6.5785 15.0850
H 14.1897 6.1499 16.8187
H 14.8305 5.3810 15.2986
C 8.8172 22.7336 7.7999
O 10.0895 22.9032 8.5180
C 10.2329 22.4263 9.8099
O 11.1562 22.6915 10.5000
O 9.2250 21.6013 10.2162
C 9.2335 20.9519 11.4121
H 7.9640 22.9145 8.4536
H 8.6939 21.7657 7.3140
H 8.9132 23.4700 7.0020
H 8.4804 20.1706 11.5155
H 9.1606 21.6693 12.2294
H 10.2418 20.5640 11.5568
C 10.7540 10.2557 11.5087
O 10.3466 9.0498 12.0011
C 9.7738 8.1857 11.1366
O 9.3937 8.4684 10.0039
O 9.4400 7.0406 11.7927
C 8.6268 5.9661 11.2212
H 9.8605 10.7953 11.1946
H 11.3489 10.0191 10.6265
H 11.3596 10.8857 12.1602
H 8.2810 5.2870 12.0004
H 9.1444 5.3374 10.4966
H 7.7728 6.3660 10.6746
C 25.7493 25.5035 8.1644
O 25.7137 24.0650 7.9797
C 24.6337 23.4035 8.4484
O 23.6134 23.8806 8.8356
O 24.8828 22.1255 8.3307
C 23.8577 21.1212 8.4686
H 24.8654 25.9405 7.6998
H 26.6061 26.0004 7.7093
H 25.7036 25.6572 9.2426
H 24.2837 20.1309 8.3077
H 23.1002 21.3773 7.7279
H 23.4585 21.1243 9.4828
*
```

Lowest unoccupied orbital energy, eV: 1.58
E_HOMO, eV: -5.2
Gap between HOMO and LUMO, hartree: 0.2499
Relative energy (zero: lowest compared OMol25 entry of this formula, charge and spin), kJ/mol: 0.0
DFT total energy, eV: -134420.718